1.
Computed, not measured: C9H13BO2 in the gas phase at a distorted geometry, with wB97M-V/def2-TZVPD.

Structure (XYZ):
```
25
C9H13BO2 wB97M-V/def2-TZVPD
B 1.386 0.498 0.247
C 1.413 -1.240 0.633
C 1.979 0.635 -1.049
C -1.958 -0.992 -1.033
C -1.749 0.482 -1.161
C -0.661 -1.699 -0.685
C -1.447 0.981 0.217
C -0.093 -1.249 0.791
C -0.221 0.252 0.853
C 2.424 1.579 1.067
O 2.187 -2.155 0.784
O 2.795 0.765 -1.819
H -2.602 -1.185 -0.116
H -2.496 -1.486 -1.845
H -0.900 0.741 -1.820
H -2.645 1.025 -1.551
H -0.951 -2.692 -0.774
H 0.226 -1.474 -1.283
H -1.459 2.017 0.155
H -2.210 0.733 0.974
H -0.577 -1.812 1.647
H -0.088 0.624 1.932
H 2.905 1.292 1.979
H 1.608 2.252 1.365
H 3.136 2.109 0.490
```

Its HOMO-LUMO gap is 8.78 eV. The spin multiplicity is 1. For the energy relative to the best compared isomer or geometry (same formula, charge and spin), the calculation gives 532.43 kJ/mol. The LUMO energy comes out at 0.1 eV.


2.
Computed, not measured: a molecular structure, C24H18F9IrN5O, with wB97M-V/def2-TZVPD.

Structure (XYZ):
```
58
C24H18F9IrN5O wB97M-V/def2-TZVPD
Ir 0.751 0.070 0.459
C 0.585 -4.572 -4.785
C 0.287 -3.543 -3.731
C -0.865 -3.623 -2.946
C -1.111 -2.712 -1.940
C -0.232 -1.657 -1.696
N -0.534 -0.773 -0.625
C -1.790 -0.112 -0.725
C -2.333 0.184 -1.977
C -3.530 0.856 -2.096
C -4.234 1.286 -0.969
C -5.514 2.061 -1.102
C -3.686 1.017 0.275
C -2.487 0.327 0.396
N -1.992 0.047 1.690
C -2.683 -0.219 2.814
C -1.774 -0.460 3.818
C -0.526 -0.329 3.214
N -0.669 -0.001 1.931
C 0.907 -1.564 -2.481
C 1.172 -2.509 -3.469
N 1.840 -0.515 -2.271
C 2.721 -0.022 -3.162
C 3.674 0.695 -2.473
C 3.301 0.587 -1.137
N 2.202 -0.154 -1.015
H -0.332 -4.951 -5.233
H 1.116 -5.422 -4.350
H 1.210 -4.162 -5.577
H -1.574 -4.425 -3.116
H -2.002 -2.800 -1.333
H -1.801 -0.127 -2.867
H -3.921 1.067 -3.085
H -6.116 1.682 -1.927
H -5.303 3.113 -1.305
H -6.108 2.010 -0.191
H -4.184 1.371 1.169
H -3.760 -0.265 2.806
H -1.985 -0.721 4.841
H 0.457 -0.461 3.635
H 2.095 -2.438 -4.030
H 2.614 -0.227 -4.214
H 4.516 1.227 -2.883
H 3.767 1.004 -0.260
F 2.768 2.935 3.057
C 1.818 2.320 2.387
F 0.762 2.192 3.183
F 2.262 1.031 2.140
C 1.461 2.944 1.009
O 1.141 1.990 0.084
C 2.703 3.726 0.472
F 3.822 3.002 0.662
F 2.588 3.938 -0.831
F 2.860 4.895 1.085
C 0.258 3.926 1.180
F -0.875 3.227 1.304
F 0.391 4.698 2.262
F 0.140 4.711 0.114
```

Its HOMO-LUMO gap (spin up / spin down) is 6.96 / 6.97 eV. The spin multiplicity is 1. The charge is +1. The LUMO energy (spin up / spin down) comes out at -4.1 / -4.1 eV.


3.
Computed, not measured: a molecular structure, C5H8BiFO4 at a distorted geometry, with wB97M-V/def2-TZVPD.

Structure (XYZ):
```
19
C5H8BiFO4 wB97M-V/def2-TZVPD
C 1.641 -0.386 0.650
O 0.599 0.194 1.372
Bi -0.003 0.627 3.224
C 2.446 0.629 -0.149
H 2.324 -0.929 1.331
H 1.229 -1.152 -0.037
H 3.240 0.126 -0.721
H 1.802 1.173 -0.856
H 2.914 1.363 0.523
C -1.448 0.252 0.904
O -1.643 -1.021 0.462
C -1.787 -1.031 -0.926
C -1.367 0.372 -1.343
O -1.465 1.106 -0.125
O -1.802 0.591 2.043
F -3.111 -1.258 -1.217
H -1.200 -1.852 -1.351
H -0.328 0.392 -1.694
H -2.040 0.806 -2.089
```

Its HOMO-LUMO gap (spin up / spin down) is 7.20 / 9.50 eV. As for the expectation value of S²: 0.753. The spin multiplicity is 2. The charge is +1. For the energy relative to the best compared isomer or geometry (same formula, charge and spin), the calculation gives 35.23 kJ/mol. The LUMO energy (spin up / spin down) comes out at -5.2 / -5.5 eV.


4.
Computed, not measured: a molecular structure, C11H36BMgO11S3 at a distorted geometry, with wB97M-V/def2-TZVPD.

Structure (XYZ):
```
63
C11H36BMgO11S3 wB97M-V/def2-TZVPD
Mg 1.377 -0.417 -1.485
B 2.925 0.736 -2.060
H 3.572 0.162 -1.293
H 3.562 1.530 -2.606
H 2.511 -0.040 -2.772
H 2.038 1.240 -1.560
O 3.205 -0.896 2.631
S 2.625 -0.022 1.677
O 2.055 -0.445 0.428
O 1.410 0.748 2.424
C 1.649 1.216 3.765
C 0.317 1.319 4.456
C 3.740 1.344 1.348
H 2.132 2.193 3.703
H 2.277 0.536 4.340
H -0.367 1.930 3.866
H 0.412 1.764 5.445
H -0.093 0.314 4.567
H 4.058 1.683 2.329
H 3.170 2.086 0.792
H 4.563 1.027 0.713
O -0.196 -1.936 -0.745
S -0.825 -2.894 0.126
O -0.014 -3.834 0.843
O -1.652 -2.028 1.187
C -2.447 -2.730 2.165
C -2.401 -1.919 3.457
C -2.149 -3.744 -0.753
H -2.119 -3.759 2.292
H -3.495 -2.700 1.848
H -2.990 -1.005 3.405
H -1.361 -1.628 3.615
H -2.757 -2.529 4.285
H -1.637 -4.392 -1.465
H -2.854 -3.049 -1.198
H -2.695 -4.426 -0.102
O -0.068 0.784 -0.610
S -0.969 1.831 -0.172
O -0.569 2.794 0.812
O -1.373 2.609 -1.535
C -2.078 3.860 -1.341
C -2.534 4.296 -2.718
C -2.538 1.065 0.318
H -1.376 4.560 -0.894
H -2.969 3.696 -0.729
H -3.108 5.220 -2.689
H -3.081 3.512 -3.237
H -1.645 4.525 -3.312
H -2.830 0.413 -0.499
H -3.299 1.804 0.552
H -2.292 0.522 1.228
C 2.114 -3.394 -2.354
O 2.282 -2.240 -1.525
H 3.029 -3.628 -2.899
H 1.855 -4.250 -1.726
H 1.306 -3.186 -3.051
H 2.834 -2.482 -0.774
C -0.044 0.740 -3.796
O 0.258 -0.516 -3.148
H 0.311 0.745 -4.825
H -1.120 0.911 -3.721
H 0.450 1.565 -3.289
H -0.093 -1.189 -3.735
```

Its HOMO-LUMO gap is 9.97 eV. The spin multiplicity is 1. The charge is +1. For the energy relative to the best compared isomer or geometry (same formula, charge and spin), the calculation gives 99.40 kJ/mol. The LUMO energy comes out at -2.4 eV.


5.
Computed, not measured: a gas-phase ion, C7H11N6 (charge +1) at a distorted geometry, with wB97M-V/def2-TZVPD.

Structure (XYZ):
```
24
C7H11N6 wB97M-V/def2-TZVPD
N -1.721 -2.816 0.156
C -1.295 -1.500 -0.123
N -0.107 -1.218 -0.238
C 0.345 0.201 -0.459
C 1.919 0.196 -0.203
C 2.791 1.278 -0.220
C 4.053 0.679 0.054
N 3.874 -0.627 0.294
N 2.635 -0.949 0.012
C -0.704 1.086 0.320
C -2.133 0.745 0.063
N -3.060 1.645 0.056
N -2.407 -0.495 -0.347
H -0.977 -3.427 0.429
H -2.679 -3.072 0.391
H 0.333 0.480 -1.486
H 2.531 2.290 -0.297
H 5.006 1.230 0.218
H 2.483 -1.884 -0.109
H -0.414 1.064 1.331
H -0.406 2.006 -0.144
H -4.035 1.547 0.189
H -2.707 2.456 0.475
H -3.326 -0.915 -0.362
```

Its HOMO-LUMO gap is 7.86 eV. The spin multiplicity is 1. The charge is +1. For the energy relative to the best compared isomer or geometry (same formula, charge and spin), the calculation gives 126.23 kJ/mol. As for the structure (SMILES): NC1=N[C@H](c2ccn[nH]2)CC(=[NH2+])N1. The LUMO energy comes out at -4.0 eV.


6.
Computed, not measured: a molecular structure, C48H44B2O5P2Pt, with wB97M-V/def2-TZVPD.

Structure (XYZ):
```
102
C48H44B2O5P2Pt wB97M-V/def2-TZVPD
Pt -0.192 0.410 0.126
O -0.401 -2.586 -0.555
C 0.815 -2.803 -1.152
C 1.687 -3.840 -0.908
C 2.892 -3.854 -1.608
C 3.212 -2.853 -2.515
C 2.325 -1.806 -2.726
C 1.119 -1.781 -2.043
P -0.116 -0.471 -2.141
C 0.568 0.794 -3.229
C 0.193 0.874 -4.570
C 0.742 1.854 -5.385
C 1.659 2.760 -4.869
C 2.030 2.692 -3.531
C 1.482 1.718 -2.712
C -1.556 -1.186 -2.948
C -2.820 -0.680 -2.659
C -3.933 -1.173 -3.325
C -3.781 -2.172 -4.278
C -2.520 -2.685 -4.561
C -1.403 -2.198 -3.895
C -1.046 -3.398 0.328
C -1.260 -4.742 0.084
C -1.997 -5.476 0.999
C -2.520 -4.869 2.138
C -2.321 -3.516 2.349
C -1.585 -2.758 1.435
P -1.362 -0.975 1.751
C -0.519 -0.953 3.343
C -1.200 -0.753 4.543
C -0.520 -0.845 5.749
C 0.833 -1.147 5.762
C 1.510 -1.368 4.568
C 0.842 -1.263 3.357
C -3.027 -0.322 1.959
C -4.078 -0.895 1.240
C -5.352 -0.352 1.319
C -5.583 0.769 2.107
C -4.536 1.352 2.810
C -3.258 0.818 2.729
H 1.448 -4.621 -0.198
H 3.587 -4.668 -1.439
H 4.153 -2.884 -3.050
H 2.575 -1.001 -3.410
H -0.522 0.173 -4.983
H 0.454 1.907 -6.427
H 2.083 3.524 -5.510
H 2.747 3.399 -3.127
H 1.765 1.677 -1.666
H -2.934 0.097 -1.909
H -4.917 -0.782 -3.101
H -4.648 -2.553 -4.804
H -2.405 -3.467 -5.301
H -0.422 -2.602 -4.115
H -0.867 -5.201 -0.815
H -2.170 -6.530 0.820
H -3.086 -5.450 2.854
H -2.734 -3.041 3.234
H -2.264 -0.555 4.548
H -1.053 -0.697 6.680
H 1.361 -1.222 6.705
H 2.558 -1.634 4.587
H 1.371 -1.454 2.428
H -3.906 -1.774 0.627
H -6.168 -0.814 0.776
H -6.580 1.187 2.174
H -4.719 2.222 3.432
H -2.444 1.287 3.269
C 4.623 -0.726 1.790
C 4.145 0.113 0.625
C 5.060 -0.084 -0.564
O 2.824 -0.406 0.247
B 1.900 0.531 0.568
O 2.394 1.698 1.068
C 3.862 1.626 0.996
C 4.278 2.609 -0.082
C 4.411 2.058 2.339
H 4.682 -1.769 1.472
H 3.932 -0.657 2.628
H 5.614 -0.411 2.127
H 5.197 -1.153 -0.739
H 6.042 0.357 -0.369
H 4.648 0.363 -1.469
H 3.831 2.356 -1.048
H 5.363 2.637 -0.197
H 3.938 3.606 0.205
H 3.995 1.465 3.154
H 4.154 3.103 2.512
H 5.501 1.969 2.357
O -1.097 3.210 -1.044
B -1.149 2.250 0.042
O -1.805 2.936 1.144
C -2.070 4.159 0.757
C -2.672 5.186 1.475
C -2.820 6.359 0.787
C -2.384 6.524 -0.596
C -1.783 5.524 -1.310
C -1.626 4.330 -0.622
H -2.995 5.058 2.500
H -3.279 7.207 1.285
H -2.548 7.483 -1.072
H -1.456 5.644 -2.335
```

Its HOMO-LUMO gap (spin up / spin down) is 7.59 / 4.63 eV. As for the expectation value of S²: 6.023. The spin multiplicity is 5. The charge is +2. For the energy relative to the best compared isomer or geometry (same formula, charge and spin), the calculation gives 22.26 kJ/mol. The LUMO energy (spin up / spin down) comes out at -4.7 / -8.5 eV.


7.
Computed, not measured: 2 unconnected molecules or ions with the total composition C2H3IO at a distorted geometry, with wB97M-V/def2-TZVPD.

Structure (XYZ):
```
7
C2H3IO wB97M-V/def2-TZVPD
C -1.236 0.579 -0.351
C -2.110 0.201 0.535
O -2.893 0.060 1.394
H -1.558 0.917 -1.285
H -0.208 0.520 -0.141
I 3.960 -0.407 0.101
H 4.045 -1.870 -0.252
```

Its HOMO-LUMO gap is 10.08 eV. The spin multiplicity is 1. For the energy relative to the best compared isomer or geometry (same formula, charge and spin), the calculation gives 108.38 kJ/mol. As for the structure (SMILES): C=C=O.I. The LUMO energy comes out at 0.7 eV.


8.
Computed, not measured: a molecular structure, C14H23AuI2O4P2 at a distorted geometry, with wB97M-V/def2-TZVPD.

Structure (XYZ):
```
46
C14H23AuI2O4P2 wB97M-V/def2-TZVPD
I 1.894 2.939 2.698
I 1.372 4.292 -0.523
Au 0.566 1.705 -0.131
P -1.555 2.423 0.748
C -2.363 1.297 1.911
C -1.414 3.992 1.657
H -2.411 4.360 1.934
H -3.657 3.191 -0.088
H -0.904 4.723 1.015
H -2.362 3.333 -1.317
H -1.612 0.913 2.611
H -0.780 3.819 2.541
C -2.792 2.693 -0.542
H -3.144 1.838 2.463
H -3.090 1.721 -0.954
H -2.822 0.454 1.374
P 2.795 1.020 -0.767
C 3.216 -0.679 -0.301
C 3.096 1.132 -2.550
H 3.834 3.105 -0.177
H 5.058 1.819 -0.458
H 4.087 1.867 1.076
C 4.085 2.051 -0.005
H 2.854 2.149 -2.888
H 4.155 0.912 -2.752
H 4.187 -0.966 -0.725
H 2.437 -1.361 -0.662
H 2.468 0.393 -3.069
H 3.256 -0.739 0.792
C -0.006 -0.201 0.234
O 0.126 -1.110 0.957
O 0.141 -2.736 -1.859
C -0.600 -3.377 -0.919
C -0.218 -4.648 -0.456
C -1.060 -5.357 0.400
C -2.290 -4.806 0.789
C -2.641 -3.514 0.379
C -1.768 -2.767 -0.418
C -2.071 -1.307 -0.601
O -3.170 -0.878 -0.210
O -1.136 -0.510 -1.086
H 0.817 -3.347 -2.199
H 0.738 -5.055 -0.783
H -0.769 -6.359 0.723
H -2.960 -5.369 1.444
H -3.583 -3.056 0.695
```

Its HOMO-LUMO gap (spin up / spin down) is 7.26 / 4.59 eV. As for the expectation value of S²: 2.027. The spin multiplicity is 3. The charge is +2. The LUMO energy (spin up / spin down) comes out at -7.4 / -10.2 eV.


9.
Computed, not measured: a molecular structure, C3H7N2S3 at a distorted geometry, with wB97M-V/def2-TZVPD.

Structure (XYZ):
```
15
C3H7N2S3 wB97M-V/def2-TZVPD
C -2.305 1.427 -0.427
C -0.275 -1.137 -0.318
C 2.356 -0.589 0.064
N -2.619 0.180 0.173
N -1.205 1.485 -1.044
S -1.939 -1.156 -0.703
S -4.303 -0.169 0.477
S 0.686 0.127 0.140
H -3.049 2.117 -0.253
H 0.043 -2.095 -0.479
H 2.976 -0.027 0.637
H 2.857 -0.593 -0.882
H 2.470 -1.545 0.326
H -0.889 2.325 -1.524
H -4.229 0.195 1.809
```

Its HOMO-LUMO gap is 8.18 eV. The spin multiplicity is 1. The charge is +1. For the energy relative to the best compared isomer or geometry (same formula, charge and spin), the calculation gives 140.06 kJ/mol. The LUMO energy comes out at -5.4 eV.


10.
Computed, not measured: 2 unconnected molecules or ions with the total composition C5H7IO at a distorted geometry, with wB97M-V/def2-TZVPD.

Structure (XYZ):
```
14
C5H7IO wB97M-V/def2-TZVPD
C 1.371 -2.298 0.524
C 1.450 -1.128 -0.057
C -0.538 1.623 0.368
C -0.927 1.357 -1.172
C -1.015 0.310 -0.062
O -1.764 -0.753 0.304
I 2.782 0.309 -0.644
H 2.292 -2.897 0.780
H 0.425 -2.678 0.837
H 0.530 1.914 0.353
H -1.036 2.274 0.889
H -1.784 1.834 -1.519
H -0.078 1.278 -1.784
H -1.709 -1.144 1.183
```

Its HOMO-LUMO gap (spin up / spin down) is 8.38 / 6.84 eV. The spin multiplicity is 1. For the energy relative to the best compared isomer or geometry (same formula, charge and spin), the calculation gives 502.63 kJ/mol. The LUMO energy (spin up / spin down) comes out at 0.6 / -0.1 eV.


11.
Computed, not measured: a molecular structure, C27H50InOP2 at a distorted geometry, with wB97M-V/def2-TZVPD.

Structure (XYZ):
```
81
C27H50InOP2 wB97M-V/def2-TZVPD
In 0.942 0.741 0.571
C -1.778 -1.116 1.811
C -1.410 -2.214 0.988
C 0.475 -1.526 2.108
C -0.625 -0.692 2.523
C -0.030 -2.472 1.168
C -3.134 -0.535 1.937
H -3.652 -0.546 0.969
H -3.094 0.501 2.292
H -3.759 -1.101 2.647
C -0.551 0.381 3.544
H -1.465 0.988 3.548
H 0.304 1.066 3.397
H -0.435 -0.057 4.549
C 1.851 -1.487 2.667
H 1.860 -1.874 3.699
H 2.278 -0.469 2.703
H 2.536 -2.105 2.069
C 0.761 -3.545 0.523
H 0.708 -4.486 1.096
H 1.821 -3.274 0.446
H 0.383 -3.758 -0.486
C -2.312 -2.969 0.090
H -2.562 -3.966 0.490
H -1.845 -3.123 -0.894
H -3.256 -2.433 -0.059
C -0.889 2.249 -2.035
C -1.957 1.452 -1.879
C -2.362 0.263 -2.687
C -1.279 -0.278 -3.632
C -0.093 -0.832 -2.935
C 1.036 -0.138 -2.728
C 1.301 1.275 -3.132
C 0.123 2.301 -3.131
H -3.254 0.505 -3.286
H -0.966 0.514 -4.335
H -2.664 -0.539 -1.984
H -0.345 2.307 -4.129
H -0.727 3.030 -1.273
H -2.602 1.645 -1.012
H 0.595 3.298 -3.065
H 2.077 1.677 -2.459
H 1.885 -0.632 -2.242
H 1.756 1.309 -4.139
H -1.728 -1.068 -4.257
H -0.183 -1.854 -2.543
P -0.236 1.473 -6.322
C -0.388 3.301 -6.470
C -1.531 0.981 -7.523
P 2.069 -0.395 -6.996
C 1.262 1.236 -7.370
C 1.450 -1.328 -8.470
C 3.713 0.011 -7.734
H 0.463 3.791 -5.980
H -1.311 3.640 -5.982
H -0.409 3.577 -7.532
H -1.443 1.588 -8.436
H -2.518 1.149 -7.071
H -1.446 -0.085 -7.772
H 3.600 0.333 -8.777
H 4.348 -0.882 -7.682
H 4.180 0.811 -7.148
H 1.972 2.049 -7.148
H 0.970 1.276 -8.434
H 1.982 -2.288 -8.510
H 1.644 -0.772 -9.397
H 0.378 -1.537 -8.380
C 1.877 3.694 1.371
C 3.120 2.797 1.279
C 4.074 3.379 0.224
C 3.803 2.695 2.649
O 2.864 1.471 0.866
H 1.389 3.824 0.393
H 2.196 4.687 1.717
H 1.131 3.319 2.087
H 4.450 4.364 0.530
H 4.932 2.713 0.059
H 3.554 3.502 -0.738
H 3.106 2.312 3.409
H 4.664 2.012 2.606
H 4.160 3.676 2.990
```

Its HOMO-LUMO gap (spin up / spin down) is 4.50 / 4.50 eV. The spin multiplicity is 1. The charge is +1. The LUMO energy (spin up / spin down) comes out at -5.9 / -5.9 eV.


12.
Computed, not measured: 3 unconnected molecules or ions with the total composition C4H8O3 at a distorted geometry, with wB97M-V/def2-TZVPD.

Structure (XYZ):
```
15
C4H8O3 wB97M-V/def2-TZVPD
C -1.473 -0.201 -0.558
C -0.464 0.733 0.027
O -0.291 1.853 -0.749
C 0.224 0.566 1.160
O -0.104 -0.407 2.074
C 1.528 -2.077 0.016
O 1.618 -2.387 1.106
H -1.352 -0.205 -1.646
H -1.339 -1.217 -0.181
H -2.497 0.121 -0.342
H 0.992 0.464 -2.254
H 0.152 2.526 -0.216
H 1.022 1.260 1.434
H 0.708 -0.804 2.416
H 1.275 -0.224 -2.287
```

Its HOMO-LUMO gap is 9.16 eV. The spin multiplicity is 1. For the energy relative to the best compared isomer or geometry (same formula, charge and spin), the calculation gives 288.93 kJ/mol. The LUMO energy comes out at 0.8 eV.